No. 1
A molecular structure, C8H11KN3O4S at a distorted geometry. Source: the OMol25 dataset; level of theory: ωB97M-V/def2-TZVPD.

Output
Expectation value of S²   0.76
Multiplicity   2
Charge   0
ΔE to the lowest compared entry with this formula, charge and spin   0.0 kJ/mol
Orbital gap (alpha / beta)   0.27374 / 0.17777 Eh
DFT total energy   -1774.732278 hartree

Last column: Mulliken charge in e.
CARTESIAN COORDINATES (ANGSTROEM)
K  9.82  -7.91  -5.67  0.940
S  6.58  -7.16  -6.03  1.148
O  5.73  -6.83  -7.15  -0.524
O  7.18  -8.47  -6.20  -0.728
O  7.71  -6.24  -5.95  -0.608
O  5.84  -7.11  -4.76  -0.399
C  9.41  -6.53  -10.93  -0.766
C  9.72  -7.05  -9.56  0.179
N  9.95  -7.49  -8.50  -0.238
H  8.47  -6.93  -11.29  0.277
H  10.24  -6.78  -11.59  0.293
H  9.29  -5.45  -10.87  0.259
C  13.55  -9.02  -2.41  -0.817
C  13.07  -8.61  -3.74  0.540
N  12.68  -8.21  -4.83  -0.538
H  13.98  -10.02  -2.37  0.303
H  12.72  -9.17  -1.72  0.269
H  14.27  -8.35  -1.94  0.279
N  9.66  -4.48  -5.45  0.094
C  10.79  -4.32  -4.75  -0.411
C  11.30  -3.04  -5.11  -0.587
C  10.63  -2.57  -6.28  -0.559
C  9.55  -3.46  -6.33  -0.261
H  8.96  -5.21  -5.36  0.402
H  11.07  -5.08  -4.03  0.326
H  12.25  -2.69  -4.75  0.348
H  10.90  -1.77  -6.95  0.381
H  8.74  -3.48  -7.04  0.397

No. 2
2 unconnected molecules or ions with the total composition C8H11N at a distorted geometry. Source: the OMol25 dataset; level of theory: ωB97M-V/def2-TZVPD.

Output
Charge   0
ΔE to the lowest compared entry with this formula, charge and spin   347.8 kJ/mol
Orbital gap   0.36512 Eh
SMILES string   C#CC(C)C.C=C1C=N1
DFT total energy   -366.005588 hartree

Last column: Mulliken charge in e.
CARTESIAN COORDINATES (ANGSTROEM)
C  1.39  -1.36  1.12  -0.251
C  1.35  -0.23  0.71  -0.391
C  1.27  1.13  0.21  0.527
C  -0.04  1.77  0.65  -1.220
C  1.40  1.13  -1.32  -1.302
H  1.45  -2.33  1.51  0.432
H  2.11  1.69  0.64  0.260
H  -0.89  1.22  0.24  0.199
H  -0.09  2.80  0.29  0.393
H  -0.12  1.78  1.74  0.354
H  1.40  2.15  -1.69  0.388
H  0.55  0.60  -1.76  0.297
H  2.32  0.64  -1.63  0.362
C  -2.61  -1.23  0.71  -0.838
C  -1.73  -1.47  -0.23  0.521
C  -0.67  -2.09  -0.90  -0.151
N  -1.18  -1.09  -1.51  -0.464
H  -2.66  -1.85  1.58  0.243
H  -3.32  -0.43  0.63  0.277
H  0.07  -2.84  -0.99  0.364